No. 1
{
  "formula": "C24H23ClOPRu",
  "method": "wB97M-V/def2-TZVPD",
  "total_charge": 0,
  "homo_lumo_gap_ev": [3.0, 5.8],
  "lumo_ev": [-0.2, -2.2],
  "energy_ha": -1899.79650,
  "s_squared": 8.78,
  "multiplicity": 6,
  "elements": ["C", "C", "C", "H", "C", "C", "H", "H", "H", "H", "Ru", "Cl", "P", "C", "C", "H", "C", "H", "C", "H", "C", "H", "C", "H", "C", "C", "H", "C", "H", "C", "H", "C", "H", "C", "H", "C", "C", "H", "C", "H", "C", "H", "C", "H", "C", "H", "C", "O", "H", "H", "H"],
  "positions_angstrom": [[-1.0586, -1.0110, 3.2393], [-0.9507, -1.8095, 2.0703], [0.4438, -2.1526, 1.8688], [-1.7655, -2.0757, 1.4043], [1.1950, -1.5655, 2.9266], [0.2367, -1.1919, 4.0459], [0.0697, -2.0548, 4.7165], [-1.9799, -0.6397, 3.6860], [0.8546, -2.6774, 1.0092], [2.2620, -1.6403, 3.0941], [0.2609, 0.0669, 1.7989], [1.7107, 1.7261, 2.0500], [0.0147, 0.3124, -0.5577], [1.2370, -0.7814, -1.3428], [0.9560, -1.5208, -2.5014], [-0.0441, -1.4911, -2.9326], [1.9585, -2.2945, -3.0897], [1.7355, -2.8640, -3.9937], [3.2409, -2.3212, -2.5293], [4.0303, -2.9007, -3.0097], [3.5150, -1.5977, -1.3655], [4.5121, -1.6134, -0.9226], [2.5106, -0.8381, -0.7624], [2.6954, -0.2852, 0.1634], [-1.6101, -0.1775, -1.2083], [-1.9975, -1.5253, -1.1588], [-1.2959, -2.2815, -0.7986], [-3.2786, -1.9008, -1.5697], [-3.5644, -2.9523, -1.5339], [-4.1764, -0.9367, -2.0382], [-5.1661, -1.2345, -2.3870], [-3.7925, 0.4069, -2.0867], [-4.4785, 1.1617, -2.4714], [-2.5210, 0.7910, -1.6589], [-2.2205, 1.8384, -1.6769], [0.3491, 1.9735, -1.2179], [0.9048, 2.1546, -2.4916], [1.1849, 1.2886, -3.0903], [1.1029, 3.4464, -2.9868], [1.5109, 3.5810, -3.9901], [0.7812, 4.5563, -2.1994], [0.9333, 5.5642, -2.5888], [0.2608, 4.3730, -0.9154], [0.0241, 5.2331, -0.2882], [0.0350, 3.0856, -0.4279], [-0.3475, 2.9327, 0.5806], [-0.1003, 0.3802, 5.8696], [0.7220, -0.0551, 4.7880], [-0.6990, 1.2606, 5.5782], [0.5788, 0.6755, 6.6795], [-0.7801, -0.4187, 6.2230]],
  "atomic_forces_ev_per_a": [[-0.242, -0.601, 0.132], [0.256, 0.182, 0.825], [0.096, -0.177, 0.797], [0.209, 0.138, 0.081], [-0.421, -0.885, -0.052], [-0.087, 0.474, 0.611], [0.249, 0.155, 0.226], [0.202, -0.195, -0.249], [-0.125, 0.192, 0.144], [-0.121, -0.027, -0.190], [-0.185, 1.222, -0.961], [0.632, 0.709, 0.367], [1.440, -1.250, -2.184], [-1.984, 1.473, 1.675], [0.046, -1.088, -1.584], [0.282, -0.057, -0.041], [-0.832, 0.585, 0.332], [0.064, 0.151, 0.238], [0.528, -0.682, -0.779], [-0.214, 0.152, 0.138], [-0.586, 0.885, 1.194], [-0.259, -0.015, -0.108], [1.820, -0.720, 0.273], [0.230, -0.052, -0.325], [-0.434, 0.344, 0.446], [-0.188, -0.025, -0.068], [-0.109, 0.230, -0.240], [0.053, 0.197, -0.004], [0.034, 0.272, -0.038], [0.206, -0.023, -0.007], [0.265, 0.080, 0.131], [0.148, -0.033, 0.007], [0.127, -0.204, 0.150], [-0.034, -0.327, -0.083], [-0.106, -0.237, -0.064], [-0.536, 0.577, 0.008], [-0.024, 0.228, 0.015], [-0.085, 0.138, 0.146], [-0.045, -0.192, 0.189], [-0.097, -0.023, 0.310], [-0.101, -0.129, 0.103], [-0.005, -0.283, 0.135], [-0.016, -0.021, -0.063], [0.078, -0.183, -0.190], [0.193, 0.142, -0.349], [-0.012, 0.140, -0.240], [-0.086, -0.064, -0.043], [-0.433, -1.004, -0.573], [0.150, -0.341, 0.017], [-0.264, -0.107, -0.158], [0.324, 0.277, -0.099]],
  "mulliken_charge": [-1.0569, -0.6842, -0.4268, 0.6250, -1.0770, 0.9956, 0.4613, 0.4971, 0.5108, 0.4870, 0.2439, -0.4079, 1.1888, 0.4141, -0.3012, 0.3829, -0.5799, 0.3867, -0.6902, 0.3276, -0.6498, 0.3884, -0.4425, 0.2759, 0.3815, -0.5080, 0.9098, -0.9223, 0.4005, -0.5375, 0.3686, -0.5902, 0.3977, -0.6222, 0.3671, 0.2096, -0.2090, 0.3681, -0.6210, 0.3925, -0.4860, 0.3613, -0.6970, 0.3820, -0.3237, 0.3256, -0.7725, -0.3109, 0.2438, 0.2605, 0.3631]
}


No. 2
{
  "formula": "C2H2Br2OS",
  "method": "wB97M-V/def2-TZVPD",
  "e_above_lowest_kcal_mol": 6.6,
  "total_charge": 0,
  "homo_lumo_gap_ev": 10.2,
  "lumo_ev": 0.0,
  "energy_ha": -5698.83954,
  "elements": ["C", "C", "O", "S", "Br", "Br", "H", "H"],
  "positions_angstrom": [[1.5849, -0.1730, -0.0507], [-0.8593, 0.0148, -0.0833], [1.4598, -0.4912, -1.1897], [2.1566, 0.2716, 1.3005], [-0.6932, 1.8733, 0.3045], [-2.7063, -0.6312, 0.2975], [-0.6333, -0.1561, -1.1627], [-0.3091, -0.7082, 0.5840]],
  "atomic_forces_ev_per_a": [[2.105, -1.027, -4.329], [-1.569, -1.597, -0.179], [-0.003, 0.606, 2.803], [0.178, 0.166, 1.439], [-0.103, 0.003, 0.055], [0.468, 0.309, -0.325], [-0.587, 0.173, 1.236], [-0.490, 1.368, -0.700]],
  "mulliken_charge": [0.5998, -0.4797, -0.4192, -0.1962, -0.0116, -0.1267, 0.3808, 0.2529]
}